(1)
Computed, not measured: a cluster of 2 separate species, CH6N3S in total, with ωB97M-V with the def2-TZVPD basis set.

Summary:
ΔE to the lowest compared entry with this formula, charge and spin: 91.1 kcal/mol
Kohn-Sham gap (alpha / beta): 4.588 / 4.599 eV
electronic energy: -16428.97392 eV
highest occupied orbital energy (alpha / beta): -12.18 / -12.19 eV

```
! RIJCOSX wB97M-V def2-TZVPD def2/J DEFGRID3
* xyz 1 1
C -1.45960 -0.06862 -0.33978
N -1.44840 -1.36684 -0.15100
N 3.38708 0.56829 -0.28008
N -1.94742 0.77910 0.48902
S 2.00376 -0.06732 -0.94966
H -1.79293 -1.77928 0.68384
H -1.29010 -2.08961 -0.93387
H 3.64868 0.10961 0.62630
H 3.60973 1.46503 -0.67375
H -2.57691 0.74028 1.39183
H -2.13390 1.70937 0.13716
*
```

=====

(2)
Computed, not measured: a structure of composition C6H8AlO5, with ωB97M-V with the def2-TZVPD basis set.

Summary:
ΔE to the lowest compared entry with this formula, charge and spin: 0.0 kcal/mol
<S²>: 0.751
Kohn-Sham gap (alpha / beta): 9.249 / 6.673 eV
electronic energy: -23165.50324 eV
highest occupied orbital energy (alpha / beta): -18.00 / -18.00 eV

```
! RIJCOSX wB97M-V def2-TZVPD def2/J DEFGRID3
* xyz 2 2
Al 1.28145 2.31621 -0.06210
O -0.23124 1.81389 -0.11126
O -2.20375 1.29229 0.49050
C -2.87218 0.63410 1.57798
C -1.86300 -0.44942 1.97806
O -0.70889 -0.10450 1.20082
C -0.91146 0.99079 0.50087
H -3.05633 1.36519 2.37250
H -3.81746 0.23190 1.20257
H -2.17718 -1.46150 1.70479
H -1.58542 -0.40576 3.03619
O 1.83227 0.50458 -0.66246
C 1.81648 -0.02304 -2.03040
C 2.24324 -1.46328 -1.79181
O 2.18600 -1.57448 -0.33411
C 1.91634 -0.45817 0.23922
H 0.80382 0.08447 -2.42813
H 2.52930 0.59341 -2.58457
H 3.26949 -1.68399 -2.09959
H 1.54852 -2.20267 -2.19905
*
```

=====

(3)
Computed, not measured: a cluster of 2 separate species, C2H12O2Si3 in total, with ωB97M-V with the def2-TZVPD basis set.

Summary:
ΔE to the lowest compared entry with this formula, charge and spin: 0.0 kcal/mol
SMILES string: C[SiH](C)[SiH]=O.O[SiH3]
Kohn-Sham gap: 9.235 eV
electronic energy: -29995.86056 eV
highest occupied orbital energy: -9.75 eV

```
! RIJCOSX wB97M-V def2-TZVPD def2/J DEFGRID3
* xyz 0 1
C -1.66441 -1.82195 -1.23122
Si -0.34033 -0.49633 -1.74179
C 1.34643 -1.06360 -0.99300
Si -1.39327 1.28805 -0.81150
O -0.99980 2.67782 -0.28462
H -1.26827 -2.58973 -0.65106
H -2.50402 -1.30232 -0.99986
H -1.94201 -2.36050 -2.15454
H -0.45022 -0.22031 -3.16170
H 1.34158 -0.86177 0.05423
H 1.52130 -2.14868 -1.15673
H 2.16754 -0.57699 -1.41937
H -2.92998 0.79948 -0.71218
O 1.01648 1.79345 1.21251
Si 1.27129 2.10880 2.82625
H 0.60570 2.49839 0.73218
H -0.08447 2.34980 3.39854
H 2.25775 3.13093 3.09407
H 1.84923 0.81958 2.88237
*
```

=====

Among the records above, which one has the lowest electronic energy?
C2H12O2Si3

=====

electronic energy of number 3 (C2H12O2Si3)?
-29995.86056 eV

=====

Among the records above, which one has the highest electronic energy?
CH6N3S